Entry 1:
Formula: C5H27NO8
Source: the Open Molecules 2025 dataset
Level of theory: ωB97M-V with the def2-TZVPD basis set

Geometry (Å):
C  1.508249  -1.705244  -2.068380
C  0.285310  -2.624002  -1.906122
C  -0.801706  -1.940865  -1.070915
C  -0.505043  -1.654795  0.392589
N  -0.378549  -2.896117  1.160858
C  -1.614445  -0.797015  0.983980
O  -1.250662  0.563380  0.664601
H  1.906770  -1.383450  -1.088253
H  1.258482  -0.824048  -2.666176
H  2.359214  -2.194436  -2.538943
H  0.684033  -3.580486  -1.554417
H  -0.135932  -2.967988  -2.893336
H  -1.583739  -2.726034  -1.050216
H  -1.232403  -1.059232  -1.552339
H  0.500342  -1.180110  0.473869
H  -1.038350  -3.608014  0.905957
H  0.538265  -3.170816  1.449308
H  -1.802913  -0.833035  2.069943
H  -2.591971  -1.006485  0.493248
H  -1.939380  1.107672  0.232220
O  1.416795  1.039017  0.061094
H  0.623653  1.436736  0.421792
H  1.945270  0.660762  0.783672
O  0.040822  2.336984  -2.225647
H  -0.115494  1.974115  -1.352181
H  0.989135  2.231832  -2.439753
O  1.824839  -0.593416  2.715669
H  1.930052  -1.540104  2.622068
H  0.966991  -0.397014  3.116256
O  -0.892077  0.996152  3.226595
H  -1.721595  1.062634  3.718501
H  -1.285385  1.230969  2.349325
O  2.804493  2.008578  -1.959339
H  2.444946  1.235709  -1.489206
H  2.808453  2.713715  -1.308247
O  0.662032  3.799876  1.002276
H  0.526507  4.035495  1.930208
H  -0.181967  3.354646  0.855960
O  -2.838472  2.461935  -0.504698
H  -2.403061  2.362592  -1.367375
H  -3.711509  2.069908  -0.594443

Cartesian forces (eV/Å) of the 3 atoms listed first:
0.167 0.031 -0.011
0.866 0.323 -1.041
-0.681 -1.712 -0.137

## Properties
- energy (eV) = -23492.920
- orbital gap (eV) = 9.22
- LUMO energy (hartree) = 0.0018
- molecular weight (g/mol) = 229.270
- SMILES = CCC[C@H](N)CO.O.O.O.O.O.O.O
- HOMO level (eV) = -9.18
- energy relative to the best compared isomer or geometry (same formula, charge and spin) (kJ/mol) = 115.2


Entry 2:
Formula: C5H8O2
Source: the Open Molecules 2025 dataset
Level of theory: ωB97M-V with the def2-TZVPD basis set

Geometry (Å):
O  0.503634  -0.754249  1.900635
C  -0.159011  -0.537227  0.925334
C  -1.201430  0.560193  0.599767
C  -1.766412  -0.460828  -0.392795
O  -0.778947  -0.646003  -1.381572
C  -0.655064  -1.424275  -0.195518
H  -1.792652  0.727738  1.501185
H  -0.893485  1.515867  0.160868
H  -2.798276  -0.696842  -0.623754
H  -0.606701  -2.502283  -0.288842
C  2.029924  0.852663  -0.448253
H  1.496026  1.478494  -1.168731
H  2.206971  1.419156  0.462023
H  2.961510  0.475895  -0.868361
H  1.453914  -0.008299  -0.181980

Cartesian forces (eV/Å) of the 3 atoms listed first:
-0.357 0.026 -0.321
0.150 -0.011 0.535
-0.115 0.078 0.062

## Properties
- energy (eV) = -9406.903
- orbital gap (eV) = 10.67
- LUMO energy (hartree) = 0.0348
- molecular weight (g/mol) = 100.117
- SMILES = O=C1C[C@H]2O[C@@H]12.C
- HOMO level (eV) = -9.72
- energy relative to the best compared isomer or geometry (same formula, charge and spin) (kJ/mol) = 282.6


Entry 3:
Formula: C5H18O5
Source: the Open Molecules 2025 dataset
Level of theory: ωB97M-V with the def2-TZVPD basis set

Geometry (Å):
C  -0.838416  -0.407133  -1.543401
C  -1.558856  0.804107  -0.821968
C  -2.938589  0.428759  -0.319946
C  -0.836413  1.431264  0.380249
C  -0.715735  2.930425  0.265978
O  0.306062  3.488320  0.696997
H  0.077999  -0.193704  -2.071113
H  -1.637030  -0.633436  -2.343156
H  -0.681758  -1.236103  -0.818467
H  -1.722817  1.580190  -1.557452
H  -3.397537  1.221144  0.353543
H  -3.670690  0.199100  -1.129538
H  -3.312298  -0.401480  0.202095
H  0.124896  0.938517  0.606360
H  -1.306754  1.031918  1.232148
H  -1.583035  3.584415  -0.010915
O  2.882720  -2.237086  -0.469252
H  3.410977  -1.375427  -0.583265
H  2.374464  -2.373160  -1.228145
O  3.458901  0.775666  -0.054610
H  3.307779  1.686130  0.175062
H  3.106784  0.401788  0.766869
O  -0.342647  -3.015286  1.351463
H  -0.539756  -3.002676  0.364424
H  -0.023698  -2.225725  1.520244
O  2.027433  -0.740722  1.705956
H  2.059092  -1.355048  0.904580
H  1.968921  -1.304758  2.425263

Cartesian forces (eV/Å) of the 3 atoms listed first:
-2.562 0.503 -0.125
0.615 -1.253 0.594
-2.993 1.542 -0.998

## Properties
- energy (eV) = -15712.581
- orbital gap (eV) = 10.34
- LUMO energy (hartree) = 0.0145
- molecular weight (g/mol) = 158.194
- SMILES = CC(C)CC=O.O.O.O.O
- HOMO level (eV) = -9.95
- energy relative to the best compared isomer or geometry (same formula, charge and spin) (kJ/mol) = 98.1


Entry 4:
Formula: C43H79BFN3O24P3
Source: the Open Molecules 2025 dataset
Level of theory: ωB97M-V with the def2-TZVPD basis set

Geometry (Å):
C  3.076611  -4.904627  2.846158
B  1.736403  -4.064170  2.604009
O  0.575929  -4.875065  2.733873
P  1.621630  -2.159037  2.128392
C  -0.115063  -1.949126  3.036726
O  -0.252249  -0.676246  3.676623
O  -1.652783  -0.678627  4.085380
C  0.667311  -2.749735  0.525880
C  0.271253  -1.725476  -0.535973
C  1.290332  -1.578389  -1.676130
F  -0.155450  -0.497025  -0.067836
C  3.337582  -2.164209  1.212147
C  3.992579  -0.844999  0.734448
N  3.186522  0.296622  0.390545
N  5.015845  -0.417967  1.702784
N  4.816551  -1.133665  -0.459115
P  2.787734  -1.470035  4.040588
P  2.208021  -2.410830  5.866702
O  2.579723  -3.821967  5.980571
O  3.037080  -1.619267  7.058296
O  0.680129  -2.212821  6.371997
H  3.745448  -4.383346  3.516016
H  2.885359  -5.871133  3.288526
H  3.577909  -5.066289  1.891259
H  0.511411  -5.470494  1.982089
H  1.474838  -0.752593  1.824721
H  -0.289147  -2.688204  3.819079
H  -0.947018  -1.986997  2.339101
H  -1.788530  0.026528  4.709638
H  1.297865  -3.472512  0.013619
H  -0.220501  -3.314134  0.759167
H  -0.596322  -2.140332  -1.035488
H  2.167762  -2.160860  -1.466110
H  0.886493  -1.913913  -2.616122
H  1.550293  -0.539402  -1.796027
H  4.059122  -2.545440  1.920045
H  3.382050  -2.881030  0.401667
H  3.226505  1.011230  1.070630
H  2.224390  0.113482  0.164748
H  5.540983  0.265492  1.179022
H  4.583252  0.110139  2.447642
H  4.212100  -1.137440  -1.257656
H  5.268203  -2.025783  -0.352555
H  2.381946  -0.119560  4.218750
H  3.945309  -1.881201  6.972185
H  0.631548  -1.502842  7.009866
O  -3.806579  0.756366  4.399662
C  -3.743850  1.827944  3.882111
O  -4.235878  2.956430  4.465196
C  -4.134745  4.059680  3.554176
C  -3.032190  3.677125  2.586614
C  -3.181661  2.145285  2.514713
H  -5.101895  4.191407  3.060290
H  -3.899984  4.965136  4.109973
H  -3.115976  4.171212  1.619555
H  -2.072945  3.951978  3.023743
H  -3.901982  1.843268  1.750184
H  -2.232928  1.633750  2.362302
O  -6.178052  1.039450  0.522275
C  -7.139229  1.139356  1.219699
O  -8.400907  1.140313  0.726148
C  -9.345446  1.387849  1.792278
C  -8.611582  0.992439  3.063174
C  -7.165901  1.325468  2.721022
H  -9.616502  2.446599  1.778253
H  -10.240922  0.795180  1.626757
H  -8.984562  1.501998  3.949007
H  -8.705433  -0.076808  3.228279
H  -6.919805  2.364529  2.951617
H  -6.466813  0.654076  3.213124
O  -9.490787  4.022053  -4.501043
C  -8.780157  3.329592  -3.841191
O  -9.170768  2.773835  -2.674807
C  -8.058699  2.082530  -2.056887
C  -7.097185  1.785816  -3.196345
C  -7.333701  2.972996  -4.128784
H  -7.619229  2.735526  -1.302653
H  -8.413441  1.184354  -1.574835
H  -6.066696  1.675222  -2.868348
H  -7.390181  0.862347  -3.697509
H  -6.704650  3.826600  -3.872344
H  -7.202506  2.709106  -5.173481
O  -10.391467  -1.770520  4.849423
C  -9.404221  -1.925687  5.497176
O  -8.190005  -1.491176  5.097287
C  -7.176461  -1.918310  6.035583
C  -7.925490  -2.178271  7.333734
C  -9.288304  -2.647377  6.825568
H  -6.698344  -2.816821  5.642823
H  -6.426367  -1.138826  6.135871
H  -7.423091  -2.891226  7.983073
H  -8.042490  -1.245766  7.887233
H  -9.310469  -3.722543  6.643371
H  -10.096523  -2.361469  7.491217
O  4.619399  -0.264192  -3.844652
C  3.836868  0.500679  -4.311889
O  2.510559  0.242470  -4.431713
C  1.867905  1.323729  -5.140884
C  2.787037  2.522773  -4.963837
C  4.158756  1.861148  -4.895950
H  1.758954  1.035225  -6.186646
H  0.880453  1.496061  -4.719507
H  2.690497  3.261616  -5.756730
H  2.571498  3.018638  -4.016294
H  4.594892  1.724827  -5.887790
H  4.841028  2.402367  -4.256967
O  2.748264  4.694638  3.578300
C  1.887330  5.314964  3.048508
O  0.696147  4.773875  2.686804
C  -0.088405  5.748740  1.980459
C  0.476612  7.097070  2.409551
C  1.945829  6.771146  2.642393
H  0.017189  5.577200  0.906781
H  -1.131306  5.637165  2.254039
H  0.306077  7.884558  1.677929
H  0.019374  7.407902  3.350346
H  2.538875  6.858426  1.731024
H  2.379376  7.374999  3.433295
O  6.036594  4.812069  -5.025437
C  7.055998  4.257817  -4.760445
O  7.104961  2.989238  -4.298292
C  8.462083  2.636077  -3.967271
C  9.329675  3.589498  -4.776406
C  8.454598  4.839825  -4.835987
H  8.598661  2.759201  -2.891645
H  8.634896  1.595336  -4.224832
H  10.311530  3.753984  -4.337966
H  9.474250  3.195348  -5.783281
H  8.610243  5.491173  -3.975121
H  8.592250  5.395371  -5.758192
O  1.410132  0.437316  -8.480571
C  2.471150  0.147207  -8.929746
O  3.167724  0.956029  -9.764291
C  4.357085  0.284079  -10.218892
C  4.633761  -0.789521  -9.175559
C  3.224100  -1.150014  -8.711564
H  4.160211  -0.137312  -11.207477
H  5.167117  1.004284  -10.300284
H  5.202476  -1.631279  -9.564577
H  5.195103  -0.362300  -8.343793
H  2.772953  -1.925447  -9.331910
H  3.197127  -1.441307  -7.665653
O  1.615930  -7.205330  0.729067
C  2.665344  -7.539282  0.285892
O  3.404092  -6.778500  -0.553757
C  4.562629  -7.508623  -0.988072
C  4.781267  -8.578750  0.072433
C  3.352588  -8.867736  0.530006
H  4.354598  -7.935434  -1.972807
H  5.405052  -6.827119  -1.072505
H  5.314514  -9.451807  -0.299914
H  5.354292  -8.164406  0.902143
H  2.870658  -9.631120  -0.082660
H  3.306300  -9.139591  1.579544

Cartesian forces (eV/Å) of the 3 atoms listed first:
-0.175 0.526 -0.416
0.030 -1.815 0.920
0.113 1.416 -0.501

## Properties
- net charge = -1
- energy (eV) = -130743.331
- orbital gap (eV) = 4.97
- LUMO energy (hartree) = 0.0618
- molecular weight (g/mol) = 1144.834
- HOMO level (eV) = -3.29


Entry 5:
Formula: C10H24ClN3O9S2
Source: the Open Molecules 2025 dataset
Level of theory: ωB97M-V with the def2-TZVPD basis set

Geometry (Å):
N  1.418816  0.140726  -0.154611
C  0.894347  0.616732  -1.460120
N  0.780385  2.127356  -1.420028
N  1.628600  2.644171  -0.416914
C  -0.593144  2.557309  -1.092386
O  -1.038906  3.675621  -1.447341
O  -1.426235  1.707027  -0.302511
C  -2.627805  1.316627  -0.998650
C  -3.774269  1.114778  0.124345
O  -3.959667  0.000093  0.635559
Cl  -4.738447  2.585060  0.604163
H  0.676683  -0.130574  0.499882
H  2.144965  -0.574444  -0.252911
H  1.705714  0.385465  -2.238898
H  -0.091904  0.135202  -1.774996
H  1.134084  2.719716  0.495839
H  1.820878  3.625851  -0.672655
H  -2.991751  2.101594  -1.746931
H  -2.523376  0.327631  -1.582144
C  7.398535  -0.521425  -2.838875
C  7.492872  0.973311  -3.080343
O  6.368298  1.457855  -3.813465
S  4.979326  1.704124  -3.022428
C  4.173746  2.650978  -4.281925
O  5.230827  2.558890  -1.892978
O  4.294146  0.445046  -2.886138
H  6.581456  -0.757365  -2.153546
H  8.325877  -0.900237  -2.403343
H  7.200743  -1.053016  -3.772769
H  7.607794  1.519310  -2.139660
H  8.377814  1.183797  -3.685308
H  4.726856  3.575957  -4.435807
H  3.161524  2.871121  -3.940091
H  4.137981  2.061473  -5.197948
C  -5.126249  -1.034851  3.069050
C  -6.195931  -1.991609  3.560846
O  -5.672301  -3.304572  3.765192
S  -4.832411  -3.599363  5.114780
C  -4.844156  -5.365417  4.997345
O  -5.622610  -3.205779  6.251729
O  -3.483096  -3.135496  4.931812
H  -4.381166  -0.847274  3.845895
H  -5.566886  -0.077369  2.784409
H  -4.599433  -1.452011  2.211125
H  -6.672835  -1.617787  4.471578
H  -6.976169  -2.078268  2.801006
H  -5.872059  -5.716894  5.068931
H  -4.254027  -5.760410  5.824712
H  -4.397434  -5.658660  4.047524

Cartesian forces (eV/Å) of the 3 atoms listed first:
-0.981 -0.597 -0.858
1.541 -0.646 0.232
-3.244 -1.102 0.899

## Properties
- energy (eV) = -67846.278
- orbital gap (eV) = 9.37
- LUMO energy (hartree) = 0.0010
- molecular weight (g/mol) = 429.901
- SMILES = NCN(N)C(=O)OCC(=O)Cl.CCOS(C)(=O)=O.CCOS(C)(=O)=O
- HOMO level (eV) = -9.34